Density functional theory data (ωB97M-V/def2-TZVPD) for an isolated molecule of C8H10N2O2.

The geometry in XYZ format:
```
22
Properties=species:S:1:pos:R:3
C 1.2628 0.3570 -2.4226
C -0.1343 -0.2341 -2.0594
C -0.3670 -0.3094 -0.5667
C 0.1517 -1.3910 0.1589
C 0.0177 -1.4536 1.5346
C -0.6280 -0.4260 2.1937
C -1.1854 0.6461 1.5132
C -0.9962 0.7019 0.1343
H 0.8839 2.3504 -2.3901
H 1.4158 1.7822 -0.9363
H 2.0644 -0.3248 -2.0581
H 1.3937 0.3731 -3.5147
H -0.2267 -1.2371 -2.5150
H -0.9171 0.3877 -2.4955
H 0.6763 -2.1834 -0.3829
H 0.4457 -2.2755 2.0875
H -1.7251 1.4143 2.0396
H -1.3860 1.5482 -0.4322
N 1.5288 1.7143 -1.9460
N -0.7344 -0.4721 3.6473
O -0.2485 -1.4297 4.2179
O -1.2921 0.4615 4.1924
```

Summary:
SMILES: NCCc1ccc([N+](=O)[O-])cc1
Highest occupied orbital energy in Ha: -0.3517
Energy relative to the best compared isomer or geometry (same formula, charge and spin) in kJ/mol: 308.51
Net charge: 0
Lowest unoccupied orbital energy in hartree: -0.0172



Density functional theory data (ωB97M-V/def2-TZVPD) for a cluster of 2 separate species, C8H10N2O2 in total.

The geometry in XYZ format:
```
22
Properties=species:S:1:pos:R:3
C 2.4821 -2.5510 0.4140
C 1.1223 -2.7025 0.3506
C 2.7426 -1.5025 -0.5149
C -0.2507 -0.0048 1.5735
C -1.7097 1.9023 -1.4307
C -1.8455 2.8930 -0.3486
C -0.8193 1.6926 -0.1739
C -1.3321 0.6328 0.7320
N 0.6719 -1.7833 -0.5432
N 1.6049 -1.0182 -1.0048
O 0.9172 0.3043 1.5678
O -2.4469 0.1259 0.6666
H 3.1474 -3.3052 1.0481
H 0.4060 -3.4660 0.7807
H 3.6859 -0.9994 -0.7713
H -0.6255 -0.6691 2.5023
H -2.3970 1.1382 -1.5006
H -1.0879 2.2232 -2.2033
H -1.4323 3.9297 -0.3932
H -2.6955 2.8465 0.1988
H 0.1591 1.8443 -0.1792
H -0.2971 -1.5309 -0.7706
```

Summary:
SMILES: O=CC(=O)C1CC1.c1cn[nH]c1
Highest occupied orbital energy in Ha: -0.3480
Energy relative to the best compared isomer or geometry (same formula, charge and spin) in kJ/mol: 390.43
Net charge: 0
Lowest unoccupied orbital energy in hartree: -0.0213



Density functional theory data (ωB97M-V/def2-TZVPD) for an isolated molecule of C8H10N2O4S.

The geometry in XYZ format:
```
25
Properties=species:S:1:pos:R:3
C 1.9767 0.4226 2.0290
C 0.7188 0.9572 2.1850
C 2.1979 -0.6383 1.0674
C -0.3957 0.6211 1.1668
C 1.1469 -1.1432 0.3897
C -0.7745 0.0437 -2.4840
C -1.3602 -1.1943 0.0217
C -1.9590 -0.0459 -1.6230
N -0.1802 -0.7771 0.6403
N -0.3284 1.2605 -2.8526
O -3.0557 1.1086 0.3909
O -0.2129 -0.9835 -2.8801
O -0.5458 1.5779 0.1195
O -2.2080 2.7089 -1.3120
S -2.0446 1.4389 -0.6003
H 2.7850 0.7733 2.6085
H 0.5581 1.5973 2.9811
H 3.2667 -1.0250 1.1429
H -1.2791 0.6742 1.8110
H 1.2315 -2.1665 -0.0641
H -2.2758 -0.9313 0.5910
H -1.3585 -2.3007 -0.4098
H -2.9357 -0.3832 -1.8998
H -0.6902 2.0870 -2.3829
H 0.6313 1.1986 -3.1763
```

Summary:
Highest occupied orbital energy in Ha: -0.3159
Energy relative to the best compared isomer or geometry (same formula, charge and spin) in kJ/mol: 176.23
Net charge: 0
Lowest unoccupied orbital energy in hartree: -0.0051



Density functional theory data (ωB97M-V/def2-TZVPD) for an isolated molecule of C8H10N2S.

The geometry in XYZ format:
```
21
Properties=species:S:1:pos:R:3
C 0.8497 3.1470 -0.3784
C 0.1407 2.7264 -1.3578
C 0.6674 2.2016 0.7298
C -0.3018 1.1404 0.2348
C 1.0394 2.2700 1.9673
C 0.6723 -2.2657 0.8636
C -0.2093 -1.2086 1.4206
C -0.3094 -0.0864 0.7201
N -0.6513 1.6267 -1.0931
N 0.9892 -1.9616 -0.5121
S -0.4113 -1.7516 -1.7513
H 1.4485 4.0131 -0.2756
H 0.1411 3.1227 -2.2994
H 0.7370 1.6002 2.8091
H 1.6962 3.0414 2.3778
H 1.6307 -2.2753 1.4179
H 0.1969 -3.3094 0.9832
H -0.9646 -1.4518 2.2241
H -0.7905 0.7680 -1.7033
H 1.2124 -0.9955 -0.4737
H 1.6583 -2.5763 -0.9974
```

Summary:
SMILES: C=c1cc[nH]c1=C=CC[NH2+][S-]
Highest occupied orbital energy in Ha: -0.2787
Energy relative to the best compared isomer or geometry (same formula, charge and spin) in kJ/mol: 382.70
Net charge: 0
Lowest unoccupied orbital energy in hartree: 0.0119



Density functional theory data (ωB97M-V/def2-TZVPD) for a structure of composition C8H10N2W.

The geometry in XYZ format:
```
21
Properties=species:S:1:pos:R:3
C -0.8597 0.9654 -1.8822
C 0.5382 0.7570 -2.1261
C 1.2827 1.5438 -1.1848
C 0.3622 2.1819 -0.3126
C -0.9777 1.8491 -0.7418
W -0.2848 -0.1346 -0.0582
N -1.8899 -0.8346 0.2662
C -0.0492 -2.4573 -0.0967
C 0.9738 -1.8078 -0.8459
H 2.3662 1.6561 -1.1720
H 0.9556 0.1787 -2.9485
H 0.6085 2.8870 0.4797
H -1.9010 2.2896 -0.3768
H -1.6772 0.6314 -2.5114
H 1.0007 -1.8916 -1.9317
H -0.8124 -3.0410 -0.5998
H -2.8614 -0.9580 0.5325
H 1.9489 -1.6310 -0.3806
H 0.1589 -2.6955 0.9527
N 0.7165 0.3427 2.9871
C 0.4014 0.1685 1.8599
```

Summary:
Highest occupied orbital energy (alpha / beta) in Ha: -0.2375 / -0.3510
Net charge: 0
Spin multiplicity: 3
Lowest unoccupied orbital energy (alpha / beta) in hartree: 0.0126 / -0.0152
Expectation value of S²: 2.017



Density functional theory data (ωB97M-V/def2-TZVPD) for the ion C8H10N3 with charge +1.

The geometry in XYZ format:
```
21
Properties=species:S:1:pos:R:3
C -1.9368 0.3253 1.9298
C -2.1599 1.1708 0.8490
C -0.8621 -0.5393 1.9483
C 1.4742 -0.4582 -1.3807
C -1.2877 1.1640 -0.2396
C 0.0029 -0.5059 0.8447
C -1.4474 2.0309 -1.4338
C 2.9145 -2.0827 -0.4575
N 1.0722 -1.3203 0.7210
N 1.7665 -1.1881 -0.3666
N -0.2589 0.3510 -0.1423
H -2.6218 0.3416 2.7640
H -2.9950 1.8528 0.8386
H -0.6771 -1.2393 2.7439
H 1.9121 0.2556 -2.0347
H -2.4540 1.9320 -1.8377
H -1.3037 3.0759 -1.1601
H -0.7247 1.7652 -2.2001
H 3.6103 -1.8334 0.3446
H 2.5729 -3.1083 -0.3074
H 3.4033 -1.9897 -1.4234
```

Summary:
Highest occupied orbital energy (alpha / beta) in Ha: -0.4642 / -0.4643
Energy relative to the best compared isomer or geometry (same formula, charge and spin) in kJ/mol: 297.65
Net charge: +1
Lowest unoccupied orbital energy (alpha / beta) in hartree: -0.2038 / -0.2038



Density functional theory data (ωB97M-V/def2-TZVPD) for the ion C8H10N3O with charge +1.

The geometry in XYZ format:
```
22
Properties=species:S:1:pos:R:3
C -1.6911 -0.2916 1.8158
C -1.9494 -1.5892 2.1314
C 0.0127 -2.3004 1.0550
C -0.5906 0.0770 0.9939
C 0.3443 -1.0090 0.7235
C 1.5730 0.9903 -1.4373
C 0.0395 1.2913 -1.6061
C 1.9594 0.4683 -0.1263
N -1.1304 -2.5759 1.7073
N -0.4362 1.9727 -0.4547
N -0.3995 1.3404 0.7020
O 1.6065 -0.7350 0.3551
H -2.3616 0.4924 2.1270
H -2.8166 -1.8807 2.7013
H 0.6701 -3.1175 0.8014
H 1.7945 0.2618 -2.2187
H 2.1377 1.9017 -1.6271
H -0.1276 1.8925 -2.4963
H -0.5059 0.3459 -1.6953
H 2.8188 0.8827 0.3802
H -1.3488 -3.5407 1.9252
H -0.1949 2.9535 -0.3585
```

Summary:
Highest occupied orbital energy (alpha / beta) in Ha: -0.3884 / -0.4822
Energy relative to the best compared isomer or geometry (same formula, charge and spin) in kJ/mol: 0.00
Net charge: +1
Spin multiplicity: 3
Lowest unoccupied orbital energy (alpha / beta) in hartree: -0.1415 / -0.1805
Expectation value of S²: 2.014



Density functional theory data (ωB97M-V/def2-TZVPD) for an isolated molecule of C8H10N4.

The geometry in XYZ format:
```
22
Properties=species:S:1:pos:R:3
C 2.7771 -0.3030 0.3098
C 2.1019 0.8159 -0.1522
C 2.1466 -1.5458 0.3222
C 0.8438 0.6720 -0.5964
C 0.8131 -1.6741 -0.0531
C 0.1358 -0.5311 -0.5224
C -1.9029 0.0524 -1.7414
C -1.1888 0.7069 1.8724
N -2.9169 0.9751 -1.0974
N -2.7635 0.9832 0.0899
N -1.1881 -0.7244 -0.8625
N -2.1150 0.2666 0.8661
H 3.7925 -0.3381 0.8339
H 2.6581 1.8573 -0.0121
H 2.7583 -2.5360 0.4775
H 0.1593 1.4963 -0.7644
H 0.2760 -2.5800 -0.3776
H -2.4304 -0.5060 -2.3760
H -1.2728 0.6244 -2.3938
H -0.1372 0.4181 1.4446
H -1.2243 1.8608 1.9364
H -1.3226 0.0096 2.7964
```

Summary:
Highest occupied orbital energy in Ha: -0.3011
Energy relative to the best compared isomer or geometry (same formula, charge and spin) in kJ/mol: 570.86
Net charge: 0
Lowest unoccupied orbital energy in hartree: -0.0230



Density functional theory data (ωB97M-V/def2-TZVPD) for an isolated molecule of C8H10N4.

The geometry in XYZ format:
```
22
Properties=species:S:1:pos:R:3
C 1.9547 -0.7616 2.6895
C 1.0421 -0.3502 1.5443
C 0.7269 0.8385 -0.3403
C -0.0429 1.7697 -2.1154
C -1.2035 -0.0549 -1.2760
C -0.2964 -0.2032 -0.1858
C -0.0934 -0.9712 1.0442
C -1.0023 -1.9640 1.6945
H 1.6694 -1.7083 3.1408
H 2.1012 0.0869 3.3520
H 3.0290 -0.8851 2.3319
H 2.1627 1.4373 1.1621
H 0.0703 2.4188 -3.0623
H -2.5283 -1.2839 -0.5854
H -3.0171 -0.6345 -2.0424
H -1.0422 -2.7786 0.9473
H -1.9579 -1.5123 1.8323
H -0.5653 -2.3753 2.6700
N 1.4809 0.6936 0.8021
N 0.8392 1.8939 -1.1138
N -1.0930 0.9143 -2.1962
N -2.1463 -1.0137 -1.5031
```

Summary:
SMILES: Cc1[nH]c2ncnc(N)c2c1C
Highest occupied orbital energy in Ha: -0.2834
Energy relative to the best compared isomer or geometry (same formula, charge and spin) in kJ/mol: 11.62
Net charge: 0
Lowest unoccupied orbital energy in hartree: 0.0275



Density functional theory data (ωB97M-V/def2-TZVPD) for the ion C8H10NO with charge +1.

The geometry in XYZ format:
```
20
Properties=species:S:1:pos:R:3
C 0.2402 -1.9741 0.2536
C 1.2802 -1.3974 -0.1527
C -1.9418 -1.0554 -0.6047
C -1.1941 -1.3368 0.6402
C -1.8335 0.3143 -0.8161
C -1.1745 0.8901 0.2924
C -0.7316 2.2521 0.4886
C 1.9883 -0.4326 -0.6627
N 2.8607 0.3984 -0.0498
O -0.8319 -0.0779 1.1466
H 0.2832 -3.0460 0.6123
H -1.9721 -1.7267 -1.4473
H -1.5358 -1.9777 1.5071
H -0.6224 2.7963 -0.4387
H -1.5401 2.6208 0.9930
H 0.0787 2.2060 1.1947
H 2.1156 -0.2422 -1.7301
H -2.1945 0.8762 -1.5796
H 3.0469 0.1917 0.9674
H 3.6787 0.7209 -0.6142
```

Summary:
Highest occupied orbital energy in Ha: -0.4472
Energy relative to the best compared isomer or geometry (same formula, charge and spin) in kJ/mol: 361.71
Net charge: +1
Lowest unoccupied orbital energy in hartree: -0.1943